[1]
Computed, not measured: a molecular structure, C3H3BrClIO2 at a distorted geometry, with wB97M-V/def2-TZVPD.

Energy above the lowest of the compared OMol25 structures with the same formula, charge and spin, kcal per mole: 0.00
Maximum force, eV Å⁻¹: 3.66

Atoms and positions in Å:
I1 2.6673 -0.5536 -0.0722
Br1 1.2069 2.3763 0.6508
Cl1 -0.3184 -2.9529 0.4708
O1 -2.4437 -1.3880 0.6327
O2 0.7499 0.9639 -1.7541
C1 0.9019 0.7516 -0.3353
C2 -0.3823 0.0123 0.2813
C3 -1.2948 -1.4866 0.3957
H1 0.1922 1.7707 -1.8063
H2 0.0085 -0.0663 1.3020
H3 -1.2876 0.5727 0.2346

Results of the natural (NBO) charge analysis, in e, for atoms 1 through 6: number 1, I, carries 0.14; number 2, Br, carries 0.08; number 3, Cl, carries -0.02; number 4, O, carries -0.49; number 5, O, carries -0.72; number 6, C, carries 0.06



[2]
Computed, not measured: 2 unconnected molecules or ions with the total composition C3H3BrF4 at a distorted geometry, with wB97M-V/def2-TZVPD.

Energy above the lowest of the compared OMol25 structures with the same formula, charge and spin, kcal per mole: 39.90
Maximum force, eV Å⁻¹: 6.03

Atoms and positions in Å:
Br1 -0.8793 1.8067 1.3477
F1 0.2363 -0.7147 -1.8922
F2 -1.3130 0.8391 -2.0399
F3 1.7457 -0.0042 0.9480
F4 0.4496 -0.9800 2.3245
C1 -0.1265 0.5101 -1.5873
C2 -0.5691 0.1487 0.4850
C3 0.5473 -0.6609 1.0194
H1 0.8147 -1.7133 0.5787
H2 0.5873 1.2571 -1.7462
H3 -1.4930 -0.4886 0.5624

Results of the natural (NBO) charge analysis, in e, for atoms 1 through 6: number 1, Br, carries 0.07; number 2, F, carries -0.32; number 3, F, carries -0.31; number 4, F, carries -0.36; number 5, F, carries -0.34; number 6, C, carries 0.68



[3]
Computed, not measured: a gas-phase ion, C3H3BrN5O (charge -1) at a distorted geometry, with wB97M-V/def2-TZVPD.

Energy above the lowest of the compared OMol25 structures with the same formula, charge and spin, kcal per mole: 1.52
Maximum force, eV Å⁻¹: 4.21
Total charge: -1

Atoms and positions in Å:
Br1 0.4966 -2.5077 0.2905
O1 2.4541 -0.0410 -1.1045
N1 -2.1868 -0.0687 -0.9416
N2 -2.8718 0.7576 -0.2026
N3 1.4369 0.4923 0.9143
N4 -1.0223 0.6977 0.7863
N5 -2.2713 1.1833 0.8116
C1 -1.0245 -0.1011 -0.2505
C2 0.2979 -0.8977 -0.6731
C3 1.5335 -0.0805 -0.2924
H1 2.2689 1.0623 1.1238
H2 0.4209 0.7881 1.2724
H3 0.4679 -1.2846 -1.7345

Results of the natural (NBO) charge analysis, in e, for atoms 1 through 6: number 1, Br, carries 0.00; number 2, O, carries -0.66; number 3, N, carries -0.36; number 4, N, carries -0.14; number 5, N, carries -0.87; number 6, N, carries -0.43



[4]
Computed, not measured: a single C3H3BrO molecule at a distorted geometry, with wB97M-V/def2-TZVPD.

SMILES string: CC(Br)=C=O
Energy above the lowest of the compared OMol25 structures with the same formula, charge and spin, kcal per mole: 63.99
Maximum force, eV Å⁻¹: 5.95

Atoms and positions in Å:
Br1 2.9937 -0.8209 -0.3772
O1 2.1892 3.2525 0.2172
C1 2.0203 2.0706 0.1269
C2 1.6930 0.4759 -0.5627
C3 0.3973 0.1310 0.1699
H1 0.3195 -0.9578 0.0541
H2 0.2350 0.4945 1.1890
H3 -0.4400 0.5235 -0.4395

Results of the natural (NBO) charge analysis, in e, for atoms 1 through 6: number 1, Br, carries 0.10; number 2, O, carries -0.45; number 3, C, carries 0.71; number 4, C, carries -0.34; number 5, C, carries -0.70; number 6, H, carries 0.23



[5]
Computed, not measured: 2 unconnected molecules or ions with the total composition C3H3BrO at a distorted geometry, with wB97M-V/def2-TZVPD.

Energy above the lowest of the compared OMol25 structures with the same formula, charge and spin, kcal per mole: 92.27
Maximum force, eV Å⁻¹: 3.07

Atoms and positions in Å:
Br1 -3.7901 0.7206 0.4241
O1 0.8915 1.2206 -0.5017
C1 1.2949 1.2357 0.7900
C2 1.6860 -1.2144 -0.2586
C3 1.3742 0.0021 0.0202
H1 -5.0699 1.5335 0.2723
H2 2.1011 -1.8901 0.4610
H3 1.5122 -1.6081 -1.2074

Results of the natural (NBO) charge analysis, in e, for atoms 1 through 6: number 1, Br, carries -0.22; number 2, O, carries -0.41; number 3, C, carries 0.32; number 4, C, carries -0.46; number 5, C, carries 0.11; number 6, H, carries 0.22



[6]
Computed, not measured: a single C3H3BrO2 molecule at a distorted geometry, with wB97M-V/def2-TZVPD.

SMILES string: C#CC(O)(O)Br
Energy above the lowest of the compared OMol25 structures with the same formula, charge and spin, kcal per mole: 60.94
Maximum force, eV Å⁻¹: 4.84

Atoms and positions in Å:
Br1 -0.1529 1.8960 -1.0618
O1 -1.0400 0.5787 1.1176
O2 1.3341 0.5202 0.8168
C1 0.2554 0.4021 0.0899
C2 -0.2862 -1.7343 -1.3523
C3 0.0665 -0.8234 -0.6572
H1 -0.9753 0.2083 1.9898
H2 -0.7937 -2.5004 -1.7736
H3 1.5921 1.4529 0.8308

Results of the natural (NBO) charge analysis, in e, for atoms 1 through 6: number 1, Br, carries 0.05; number 2, O, carries -0.80; number 3, O, carries -0.66; number 4, C, carries 0.43; number 5, C, carries -0.12; number 6, C, carries -0.10